# 1
Computed, not measured: a molecular structure, C17H37N4O22S4, with wB97M-V/def2-TZVPD.

Output
Net charge: -1
M (g mol⁻¹): 777.8
Energy relative to the best compared isomer or geometry (same formula, charge and spin) (kcal per mole): 20.3

Cartesian coordinates (Å):
N -0.82295 -0.17460 0.33134
O -1.14820 -1.33537 0.03628
O -0.03281 0.46089 -0.41466
O -1.22216 0.38542 1.38563
C 1.84681 -1.58002 -2.27329
C 1.94263 -2.23779 -0.88618
O 1.77509 -3.64170 -1.04995
S 2.16717 -4.09459 -2.52770
O 1.24881 -5.07446 -3.04030
O 3.58475 -4.28880 -2.60900
O 1.78994 -2.68472 -3.19412
H 2.65663 -0.89640 -2.50285
H 0.91428 -1.03891 -2.41912
H 1.17792 -1.86241 -0.21079
H 2.92016 -2.07549 -0.42999
C -1.65988 -4.64832 -0.15199
C -0.68849 -4.45297 1.00225
O -0.34273 -5.73223 1.50571
S -0.49405 -6.88090 0.36251
O -1.32685 -7.92146 0.90099
O 0.68730 -7.26016 -0.34914
O -1.36501 -5.95672 -0.64723
H -1.45136 -3.88991 -0.90200
H -2.69336 -4.61467 0.18946
H -1.10928 -3.90454 1.84663
H 0.20557 -3.90004 0.70915
C 1.78616 1.05717 3.08389
C 2.78279 0.62298 4.12059
O 3.59160 1.77523 4.23449
S 3.90103 2.35104 2.71357
O 4.95604 1.62064 2.06680
O 4.02715 3.77338 2.79192
O 2.46602 1.86625 2.11376
H 1.08204 1.71673 3.60249
H 1.18542 0.30054 2.58316
H 3.33198 -0.28371 3.84143
H 2.33941 0.48234 5.10581
C -4.36107 -0.48644 2.60628
C -3.37539 -1.05305 3.64769
O -3.92894 -2.35881 3.96123
S -5.28360 -2.64336 3.16916
O -6.28040 -3.20050 4.01687
O -4.93867 -3.31431 1.94454
O -5.61718 -1.04294 2.85158
H -3.90687 -0.68850 1.63067
H -4.29895 0.59799 2.71092
H -3.34052 -0.36249 4.48536
H -2.45343 -1.25995 3.11349
C -0.23172 3.88694 1.57869
C -1.61942 4.11391 1.04868
O -2.17562 5.19731 1.19996
N -2.21026 3.13154 0.33020
C -3.57700 3.14127 -0.09800
H 0.47969 4.42517 0.94854
H 0.08954 2.84476 1.50267
H -0.08985 4.20463 2.60780
H -1.68623 2.27824 0.19486
H -4.01160 2.16998 -0.33377
H -3.67686 3.87761 -0.89744
H -4.25093 3.39817 0.73074
C -1.11720 2.75419 -4.02363
C -1.78775 1.41336 -4.31848
O -2.47894 1.29116 -5.31657
N -1.68095 0.46155 -3.37093
C -2.31513 -0.82756 -3.48364
H -0.79928 2.74053 -2.97993
H -1.75861 3.60564 -4.22206
H -0.27142 2.80953 -4.71037
H -0.97467 0.51439 -2.65298
H -3.12057 -0.85943 -4.21665
H -2.92767 -1.02817 -2.59605
H -1.63062 -1.66085 -3.63153
C 5.13391 4.71925 -1.77772
C 4.92196 3.21539 -1.90412
O 5.65826 2.48511 -2.55482
N 3.83446 2.72852 -1.29775
C 3.34562 1.36090 -1.32248
H 5.36638 4.86775 -0.70832
H 4.26655 5.35528 -1.91826
H 6.10789 4.98501 -2.17943
H 3.19111 3.30816 -0.78210
H 2.30042 1.17425 -1.07691
H 3.90190 0.83561 -0.53857
H 3.57006 0.91156 -2.28695

Atomic forces in eV per Å
0.521 0.300 0.274
-0.183 0.132 0.252
-0.227 -0.021 -0.159
-0.138 -0.566 -0.375
-0.671 -0.437 -0.118
0.645 0.792 0.490
-0.440 -0.669 -0.250
-0.281 0.132 -0.957
1.040 0.990 0.857
-0.777 -0.051 0.165
0.267 -0.318 -0.271
0.295 -0.358 -0.023
-0.060 -0.044 0.247
-0.162 -0.185 -0.126
0.058 0.069 -0.094
0.205 -0.033 0.626
0.279 1.203 0.568
0.450 -1.494 -0.688
-1.473 0.097 -0.647
0.747 0.843 -0.118
-0.246 0.633 0.967
0.455 -0.497 0.115
-0.196 -0.214 -0.253
-0.046 0.001 -0.138
-0.256 -0.101 -0.173
0.005 -0.333 -0.198
-1.697 0.455 0.401
-0.080 -0.689 -0.024
1.384 0.934 -1.250
0.172 -0.365 0.400
-1.043 0.206 0.627
-0.603 -0.915 0.033
1.417 0.275 0.227
-0.087 0.019 -0.222
0.367 -0.124 -0.157
0.257 0.300 -0.006
-0.146 -0.096 -0.180
2.425 1.195 -0.374
-0.790 -0.487 -1.374
-0.502 0.163 0.701
0.221 0.285 -0.942
0.380 0.578 -0.158
-0.364 0.646 0.804
-0.202 -1.770 0.369
-0.762 -0.346 -0.217
-0.893 -0.018 0.016
0.279 -0.674 0.495
0.398 0.463 0.517
0.761 -0.958 -0.512
-0.773 1.016 -0.260
-0.030 -0.144 0.291
0.991 -1.398 0.296
-0.910 0.766 0.550
-0.120 0.283 0.099
-0.267 -0.051 0.022
-0.329 0.256 -0.023
0.013 0.008 0.261
0.886 -0.212 -0.646
-0.512 -0.240 -0.063
0.321 0.682 -0.038
0.476 -1.074 0.223
-0.906 1.262 -0.358
0.049 -0.297 -0.119
0.328 -0.664 0.116
-1.358 -0.505 0.477
0.274 0.391 -0.095
-0.287 -0.192 -0.022
0.182 0.197 0.216
-0.061 0.398 0.166
0.626 0.390 -0.644
0.613 -0.016 0.396
0.116 0.084 -0.118
0.906 -0.678 2.121
0.204 -0.058 -1.272
0.112 0.334 0.241
-2.560 0.065 0.982
1.485 -0.830 0.199
-0.284 -0.072 0.053
0.101 -0.006 -0.744
-0.490 0.240 -0.932
0.501 0.597 -0.129
-0.176 0.945 -0.128
0.053 -0.444 -0.256
0.124 0.019 -0.009



# 2
Computed, not measured: a molecular structure, C11H21IrN9, with wB97M-V/def2-TZVPD.

Output
Net charge: +3
M (g mol⁻¹): 471.6
Total energy (eV): -27971.317

Cartesian coordinates (Å):
Ir -0.26162 -0.96798 0.16219
C 0.43459 -1.40972 4.89852
N 0.71627 -2.59057 4.08110
C 1.16473 -3.80462 4.76910
C 0.55128 -2.53344 2.76720
N 0.28103 -1.40330 2.14470
N 0.69894 -3.71211 2.07124
C 0.62401 -3.93276 0.72355
N 1.04222 -5.12140 0.30570
N 0.15064 -3.02545 -0.09960
H 0.36809 -1.70452 5.94029
H -0.51699 -0.95171 4.62325
H 1.22926 -0.66242 4.82012
H 1.52338 -3.53489 5.75687
H 1.99599 -4.28524 4.25027
H 0.34636 -4.51753 4.90070
H 0.27931 -0.58342 2.73584
H 0.94973 -4.51549 2.62846
H 1.33626 -5.86136 0.92624
H 1.02980 -5.36399 -0.67427
H 0.13626 -3.33113 -1.06648
C -3.69216 -1.90472 0.29471
C -3.36504 -0.46474 0.17881
N -2.13886 0.06935 0.07223
C -2.28982 1.44000 -0.05115
C -3.61429 1.73083 -0.01916
N -4.25808 0.52770 0.13040
H -2.78244 -2.50502 0.28720
H -4.32455 -2.22111 -0.53700
H -4.25014 -2.11400 1.20879
H -1.45824 2.11187 -0.16143
H -4.11905 2.67781 -0.10145
H -5.26107 0.40913 0.18900
N 2.93754 1.53157 -1.10758
C 3.62534 0.34571 -1.08284
C 2.72675 -0.60508 -0.71509
N 1.50681 0.00758 -0.52597
C 1.67070 1.30551 -0.77048
H 3.33381 2.42970 -1.35431
H 4.67152 0.26312 -1.32125
H 2.87797 -1.66259 -0.59451
H 0.90670 2.06137 -0.71022

Atomic forces in eV per Å
0.785 -2.465 2.075
0.053 0.431 0.139
-0.099 0.110 -0.308
-0.064 -0.405 0.105
0.199 -0.294 0.327
-0.748 1.019 -2.280
0.058 -0.114 -0.080
0.296 -0.218 0.094
-0.125 -0.050 -0.088
0.287 1.493 -0.223
-0.036 -0.077 -0.021
-0.037 -0.124 0.002
0.039 -0.087 -0.044
0.047 0.063 -0.033
0.065 0.114 0.034
-0.017 0.061 -0.037
-0.025 0.024 -0.044
-0.014 0.018 0.059
-0.007 0.049 0.072
-0.068 0.014 -0.008
0.025 0.035 -0.026
-0.231 -0.059 0.018
0.027 -0.086 -0.010
1.368 0.780 -0.187
-0.631 0.401 -0.034
0.574 0.244 -0.044
0.088 -0.190 -0.001
-0.010 -0.055 0.006
0.095 -0.019 -0.040
0.098 0.014 0.045
-0.027 -0.017 0.023
-0.125 -0.062 0.039
0.001 -0.043 -0.033
-0.029 -0.097 0.009
-0.133 -0.268 0.086
0.326 -0.208 -0.050
-1.753 -0.223 0.487
-0.201 0.163 0.003
-0.073 0.035 0.006
0.006 0.054 -0.028
-0.026 0.013 0.017
0.043 0.025 -0.028



# 3
Computed, not measured: a molecular structure, C29H40N3O13PS2W, with wB97M-V/def2-TZVPD.

Output
Net charge: -2
M (g mol⁻¹): 917.6
2S+1: 3
Energy relative to the best compared isomer or geometry (same formula, charge and spin) (kcal per mole): 17.9

Cartesian coordinates (Å):
W 0.58726 -0.14647 1.01794
C 1.99135 -1.10598 4.95954
C 0.98763 -0.52690 4.01071
O 1.47169 -0.14636 2.87562
C -0.32888 -0.36891 4.35564
C -1.22891 0.37930 3.54834
C -2.50105 0.86120 4.19087
N -0.97027 0.70512 2.31085
N -1.87440 1.62096 1.76449
C -1.52219 1.85465 0.54354
O -0.51795 1.28227 -0.02209
C -2.28748 2.84695 -0.25660
C -1.86619 3.13844 -1.54872
C -2.54876 4.07678 -2.30908
C -3.66153 4.72066 -1.78568
C -4.08701 4.42626 -0.49521
C -3.39989 3.49704 0.27117
H 2.44704 -1.97835 4.48700
H 1.53180 -1.37400 5.91084
H 2.78826 -0.37775 5.12541
H -0.66005 -0.68112 5.33481
H -2.61796 0.40024 5.17051
H -3.35849 0.62667 3.56047
H -2.48361 1.94666 4.29840
H -1.01911 2.59214 -1.94190
H -2.21565 4.29307 -3.31725
H -4.19968 5.44960 -2.38057
H -4.95576 4.92636 -0.08314
H -3.70930 3.25927 1.28012
N -1.49698 -3.33098 0.23353
C -0.56854 -3.06371 1.17481
O -0.48039 -1.85673 1.55558
C 0.23279 -4.17345 1.66633
C 1.13004 -4.91619 0.45446
H -1.34114 -4.17791 -0.29621
H -1.82689 -2.52649 -0.28613
H -0.40325 -4.99259 1.99865
H 0.94079 -3.86692 2.43102
H 0.30512 -5.19268 -0.27305
H 1.67234 -4.06839 -0.02446
O 3.79031 0.68690 -0.82460
S 3.39837 1.54761 0.26173
O 3.73351 2.94843 0.12241
O 1.94244 1.43753 0.61475
C 4.25656 0.96835 1.71795
C 4.91075 1.93590 2.47282
C 5.62302 1.58473 3.60807
C 5.67951 0.25554 3.99116
C 5.01193 -0.70774 3.24868
C 4.28414 -0.36925 2.11429
S 3.53416 -1.85696 1.27182
O 1.83734 -5.90314 0.91355
O 3.26967 -2.71407 2.44202
O 2.22078 -1.32321 0.67688
H 4.84316 2.96052 2.13357
H 6.13091 2.34645 4.18797
H 6.23224 -0.04448 4.87452
H 5.01684 -1.74385 3.56058
C 2.04138 -0.36204 -3.37743
C 0.95008 0.67022 -3.62810
C 0.62417 0.75515 -5.11525
C 1.36557 2.02411 -3.07294
O -0.31452 0.34232 -2.97622
P -0.54195 -1.02596 -2.16831
O -0.36160 -2.21057 -3.02916
O 0.23351 -0.99765 -0.86712
O -2.07752 -0.85463 -1.68567
C -3.27199 -0.91032 -2.49409
C -3.63355 0.50866 -2.91033
C -3.13156 -1.80054 -3.72466
C -4.33347 -1.47197 -1.55640
H 2.95700 -0.00735 -3.85554
H 1.76766 -1.33403 -3.78451
H 2.25538 -0.46783 -2.31455
H 1.50326 1.07937 -5.67772
H -0.18410 1.46858 -5.28522
H 0.31358 -0.22662 -5.47787
H 2.35074 2.30000 -3.45251
H 1.41498 1.98464 -1.98436
H 0.65096 2.79720 -3.36501
H -2.83265 0.93911 -3.51199
H -3.77667 1.13783 -2.03267
H -4.55702 0.50311 -3.49580
H -2.39793 -1.39788 -4.42177
H -4.10516 -1.85367 -4.21995
H -2.80124 -2.80102 -3.45168
H -4.38038 -0.86489 -0.65074
H -4.08468 -2.49595 -1.27145
H -5.31273 -1.46836 -2.03970

Atomic forces in eV per Å
-0.305 0.173 0.063
-0.030 0.002 0.028
-0.014 0.002 0.037
-0.003 -0.021 -0.119
0.035 0.068 -0.144
-0.039 -0.057 0.143
0.001 -0.002 -0.031
-0.055 -0.027 -0.008
0.038 0.016 -0.028
-0.027 -0.080 0.009
0.020 0.002 -0.075
0.057 0.010 0.029
0.005 -0.061 0.002
-0.019 -0.028 0.016
0.003 0.017 -0.032
0.007 -0.026 0.051
-0.019 0.015 -0.057
-0.005 -0.006 -0.017
0.011 -0.005 -0.004
-0.008 0.008 0.002
0.010 -0.005 0.006
-0.005 0.010 0.005
0.004 -0.007 -0.002
0.010 0.001 0.007
-0.020 0.037 0.008
-0.008 0.012 -0.001
0.002 -0.001 -0.002
-0.002 0.004 -0.008
-0.003 0.002 0.002
0.141 0.005 -0.024
-0.299 0.063 -0.307
0.302 -0.068 0.360
0.257 -0.155 -0.023
-0.276 0.217 0.082
-0.015 -0.024 0.010
-0.021 -0.013 0.012
0.018 -0.004 0.075
-0.043 0.045 0.016
0.063 -0.027 -0.078
0.021 -0.033 0.006
-0.006 -0.005 0.037
-0.066 0.155 0.023
-0.005 -0.154 0.028
0.105 0.019 -0.027
0.053 -0.047 0.035
-0.080 -0.009 -0.140
0.034 0.049 0.041
-0.014 -0.107 0.004
0.020 0.054 0.018
-0.080 -0.017 -0.013
0.099 0.099 0.025
-0.052 -0.128 0.037
0.012 -0.053 -0.023
0.076 -0.106 -0.046
0.038 0.016 0.056
-0.003 0.011 -0.012
0.009 0.044 0.006
-0.010 -0.006 -0.014
0.085 0.011 0.008
-0.078 0.021 -0.056
0.060 -0.064 0.035
0.009 -0.009 0.028
-0.022 -0.017 0.053
0.017 -0.052 0.064
-0.051 -0.026 -0.012
0.036 0.116 -0.100
0.021 0.022 -0.029
0.003 0.005 -0.033
0.023 0.022 -0.015
0.017 0.010 0.019
0.031 0.010 0.044
0.006 -0.016 -0.011
-0.004 0.015 -0.007
0.003 0.012 -0.029
-0.003 -0.005 0.003
-0.030 0.022 0.005
-0.003 0.014 -0.002
0.005 0.012 0.014
0.014 -0.005 -0.022
-0.027 0.013 -0.015
0.007 -0.001 0.004
-0.006 0.028 0.028
0.009 0.001 0.000
-0.004 0.001 0.000
0.001 -0.007 0.000
-0.007 -0.005 0.001
-0.014 -0.002 -0.003
-0.018 0.000 -0.009
-0.002 -0.004 -0.004



Which of these has the lowest net charge?
C29H40N3O13PS2W